Computed, not measured: a cluster of 2 separate species, C58H61F4N4O2 in total at a distorted geometry, with ωB97M-V with the def2-TZVPD basis set.

Geometry as XYZ:
```
129
Properties=species:S:1:pos:R:3:forces:R:3
F 4.327 9.324 2.670 0.260 -1.635 -0.103
F -4.961 4.898 2.709 1.564 0.931 -0.290
F 7.143 5.500 2.755 -1.658 0.616 -0.165
F -2.562 9.015 2.665 -0.064 -1.786 -0.322
O -5.797 -1.095 -3.500 1.674 1.880 -0.589
O -4.598 0.138 -4.889 -0.903 -0.471 2.003
N 0.534 -1.503 0.845 0.831 -0.868 0.054
N -4.971 -0.172 -3.737 -1.941 -0.943 -2.108
N -0.139 -2.016 -1.206 1.047 -0.621 0.355
N 1.395 -2.492 0.379 -0.847 -0.428 -1.774
C 2.374 0.607 1.950 0.032 -0.208 0.335
C -4.368 0.487 -2.630 1.258 0.093 0.781
C 2.057 -0.442 -2.236 0.327 0.039 0.584
C -3.228 1.283 -2.876 -0.488 -0.496 0.171
C 4.492 7.959 2.600 -0.477 1.021 0.185
C -0.877 -0.810 -4.666 -0.088 -0.162 -0.013
C -0.713 -1.925 -2.538 -0.523 0.030 -0.286
C -0.191 4.806 1.925 0.890 0.450 0.214
C -3.590 -4.605 -2.792 -0.072 0.023 -0.176
C 1.098 1.109 -3.819 -0.038 0.287 -0.165
C -3.021 -3.364 -0.739 -0.161 0.326 0.417
C 3.355 7.175 2.486 0.260 -0.301 -0.225
C 1.220 0.112 4.157 0.046 0.175 0.133
C -1.191 -0.036 0.036 0.849 -0.736 0.159
C 3.112 1.634 2.812 0.085 0.024 0.264
C 3.450 -0.330 1.372 0.119 -0.190 -0.013
C -0.376 -1.913 3.122 -0.267 -0.050 -0.323
C -0.647 -4.038 1.657 -0.106 -0.223 -0.558
C 1.036 5.457 2.073 0.060 0.362 -0.122
C -1.412 7.000 2.139 -0.191 -0.358 0.320
C 3.478 5.755 2.373 1.060 1.004 0.389
C 3.366 -5.599 -1.570 -0.178 0.207 -0.249
C -1.393 -4.966 -1.788 0.294 -0.019 0.027
C 1.257 -0.390 -3.520 -0.274 0.102 0.121
C -2.448 -3.894 -2.050 -0.273 0.352 0.003
C -2.136 -1.335 -4.867 0.194 0.001 -0.191
C 2.328 4.943 2.103 -0.461 -0.309 -0.021
C -1.886 -2.686 -2.868 -0.422 0.174 0.353
C 5.883 6.046 2.641 0.967 -0.428 0.255
C -2.640 4.881 2.189 0.483 0.005 0.113
C -0.140 -1.069 -3.500 -0.005 0.335 -0.207
C 2.175 -5.136 -3.634 0.194 0.112 0.298
C 0.507 -1.210 2.270 -0.054 0.151 -0.043
C -2.300 0.387 -0.816 -1.563 0.660 -0.348
C -0.371 -1.139 -0.129 -0.858 1.151 -0.010
C 1.456 -4.118 -3.003 0.020 0.147 0.777
C -3.802 6.980 2.681 0.424 -0.510 -0.042
C 5.782 7.440 2.670 -0.460 -0.470 -0.055
C -2.591 7.647 2.490 0.354 0.899 -0.083
C -2.212 1.279 -1.931 0.155 -0.688 0.804
C -0.637 -1.369 4.382 0.258 0.077 0.422
C -2.618 -2.826 2.608 -0.366 0.151 -0.123
C 2.098 -1.076 -4.606 -0.013 -0.117 -0.161
C 0.196 -0.417 4.934 -0.057 0.074 -0.143
C 0.983 -2.799 -0.841 0.066 1.185 1.789
C -1.400 5.565 2.053 -1.227 0.762 -0.025
C 2.648 -4.594 -0.928 -0.332 0.279 -0.368
C -4.649 -0.015 -1.349 0.322 0.143 -0.533
C 1.687 -3.822 -1.632 0.540 -0.988 -0.555
C 1.690 1.408 0.845 -0.155 -0.154 -0.271
C -2.629 -2.283 -3.979 0.304 -0.198 -0.191
C -1.154 -3.213 2.827 -0.193 0.142 -0.062
C 1.340 -0.186 2.801 0.058 0.073 -0.327
C 3.141 -5.865 -2.928 -0.139 0.218 0.084
C -3.784 5.591 2.519 -1.060 -0.398 0.100
C 4.788 5.197 2.524 -0.477 0.070 -0.380
C -3.606 -0.056 -0.445 0.536 0.373 -0.163
C -1.078 -4.162 4.030 0.154 0.053 0.322
H 1.639 -0.988 -5.596 0.112 -0.004 0.106
H 0.466 1.327 -4.683 0.171 -0.004 0.141
H 1.150 2.268 1.261 0.026 -0.120 0.001
H 3.720 1.151 3.585 -0.081 0.189 -0.099
H -0.958 -5.311 -2.733 -0.040 -0.018 0.204
H -3.752 -0.505 0.542 0.116 0.025 -0.429
H 6.650 8.086 2.758 -0.115 -0.160 -0.005
H -3.906 -5.490 -2.225 0.113 0.216 -0.003
H 2.212 -2.144 -4.372 0.036 0.320 -0.134
H 3.782 2.234 2.184 0.013 -0.251 -0.056
H -4.470 -3.961 -2.907 0.145 -0.166 -0.024
H -1.850 -5.831 -1.282 0.068 0.275 -0.141
H 0.423 -4.256 1.719 -0.196 0.048 0.082
H -0.458 -0.156 -5.432 -0.153 -0.270 0.253
H -0.029 -4.402 4.240 -0.173 -0.072 0.073
H -3.260 -4.949 -3.778 -0.121 0.021 0.072
H 0.070 -0.091 5.967 -0.030 -0.055 -0.284
H 0.660 1.621 -2.952 0.116 -0.101 -0.142
H -1.148 0.397 1.039 -0.002 -0.187 -0.191
H -3.592 -2.740 -4.205 0.396 0.100 0.104
H 2.441 1.773 0.130 -0.173 0.023 0.145
H 2.384 7.665 2.450 0.448 0.024 -0.035
H 4.209 -0.526 2.143 -0.131 -0.016 -0.223
H 1.910 0.807 4.630 -0.251 -0.162 -0.145
H 2.889 0.273 -2.306 -0.092 -0.204 -0.059
H 2.403 2.318 3.292 0.126 -0.051 0.072
H 0.974 6.533 2.226 -0.068 -0.504 0.038
H -0.519 7.605 1.971 -0.460 -0.167 0.110
H 2.493 3.885 1.906 -0.044 0.193 0.132
H 2.086 1.547 -4.010 -0.158 -0.056 0.057
H -3.191 -3.684 2.230 0.086 0.229 0.139
H 2.491 -1.426 -2.039 -0.052 0.209 -0.020
H 3.727 -6.632 -3.436 -0.229 0.174 0.155
H -0.586 -4.602 -1.151 -0.155 -0.215 -0.119
H -2.700 -1.997 1.890 -0.029 -0.294 0.104
H 3.051 -1.295 1.054 0.106 0.264 -0.033
H -1.314 1.897 -2.060 -0.332 -0.552 -0.117
H -1.191 -4.997 1.642 0.159 0.293 0.029
H -4.706 7.512 2.955 0.100 -0.085 -0.046
H -1.527 -3.734 4.930 0.100 -0.159 -0.075
H -3.073 -2.496 3.551 0.031 -0.060 -0.196
H -0.242 3.720 1.811 -0.060 0.304 -0.033
H 4.931 4.114 2.531 0.043 0.395 -0.086
H -2.712 -1.044 -5.744 0.128 -0.149 0.245
H -3.138 1.799 -3.830 0.087 -0.227 0.196
H -1.489 -1.727 4.960 0.418 -0.099 -0.087
H 3.098 -0.628 -4.638 -0.146 -0.040 -0.027
H 0.692 -3.562 -3.553 0.413 -0.338 0.176
H 3.939 0.146 0.510 -0.005 -0.111 0.218
H -2.665 3.796 2.079 -0.155 0.273 0.100
H -5.623 -0.449 -1.155 0.229 -0.150 0.002
H 0.955 0.815 0.303 0.151 0.246 -0.026
H -3.133 -4.166 0.005 0.035 0.190 -0.238
H -1.613 -5.091 3.796 0.120 0.212 0.047
H 4.109 -6.168 -1.009 -0.217 0.131 -0.197
H 1.450 -0.128 -1.386 0.183 -0.059 -0.081
H -4.010 -2.911 -0.901 0.229 -0.113 -0.017
H -2.379 -2.576 -0.327 -0.288 -0.346 0.080
H -0.850 -3.559 0.699 0.101 -0.123 0.208
H 2.809 -4.375 0.129 -0.007 -0.133 -0.355
H 1.991 -5.347 -4.691 0.063 0.062 0.385
```
Forces are in eV/Å.

Summary:
Spin multiplicity   1
Gap between HOMO and LUMO   2.708 eV
Total charge   +1
Relative energy (zero: lowest compared OMol25 entry of this formula, charge and spin)   0.0 kJ/mol

These are the Löwdin partial charges, in e, on atoms 1 to 99:
1 F 0.065
2 F 0.066
3 F 0.066
4 F 0.064
5 O 0.043
6 O 0.038
7 N -0.014
8 N -0.310
9 N 0.114
10 N 0.140
11 C -0.500
12 C -0.174
13 C -0.047
14 C 0.011
15 C -0.205
16 C -0.039
17 C -0.084
18 C 0.095
19 C -0.062
20 C -0.047
21 C -0.044
22 C 0.076
23 C -0.042
24 C -0.037
25 C -0.096
26 C -0.022
27 C -0.073
28 C -0.055
29 C -0.037
30 C 0.077
31 C -0.164
32 C -0.068
33 C -0.033
34 C -0.513
35 C -0.503
36 C -0.054
37 C 0.086
38 C -0.051
39 C -0.200
40 C 0.080
41 C -0.088
42 C -0.066
43 C -0.057
44 C -0.199
45 C -0.231
46 C -0.054
47 C 0.125
48 C 0.125
49 C -0.202
50 C -0.009
51 C -0.038
52 C -0.035
53 C -0.026
54 C -0.051
55 C -0.249
56 C -0.177
57 C -0.017
58 C 0.005
59 C -0.151
60 C -0.043
61 C -0.023
62 C -0.523
63 C -0.073
64 C -0.071
65 C -0.199
66 C 0.088
67 C -0.027
68 C -0.050
69 H 0.089
70 H 0.075
71 H 0.054
72 H 0.098
73 H 0.094
74 H 0.111
75 H 0.152
76 H 0.095
77 H 0.070
78 H 0.072
79 H 0.081
80 H 0.099
81 H 0.094
82 H 0.111
83 H 0.101
84 H 0.097
85 H 0.113
86 H 0.071
87 H 0.113
88 H 0.105
89 H 0.097
90 H 0.122
91 H 0.091
92 H 0.097
93 H 0.098
94 H 0.075
95 H 0.077
96 H 0.126
97 H 0.086
98 H 0.091
99 H 0.089